Formula: C4H10N3O5S2
Source: the Open Molecules 2025 dataset
Level of theory: ωB97M-V/def2-TZVPD

Geometry as ORCA input:
```
! RIJCOSX wB97M-V def2-TZVPD def2/J DEFGRID3
* xyz -1 1
C -2.245 -1.063 -0.609
N -1.407 -0.119 -1.447
C -2.382 0.850 -2.085
C -0.349 0.599 -0.633
O -0.804 1.352 0.406
C 1.242 0.508 -1.018
S 2.146 -0.967 -0.275
O 1.272 -2.242 -0.422
O 3.401 -1.202 -1.204
N 2.781 -0.701 1.329
S 1.524 -0.464 2.516
N 1.533 1.223 3.019
O 0.130 -1.004 2.118
O 1.952 -1.281 3.795
H -2.757 -1.915 -1.265
H -3.062 -0.482 0.037
H -1.544 -1.644 0.155
H -3.348 0.254 -2.438
H -1.927 1.400 -3.020
H -2.767 1.676 -1.314
H 1.800 1.503 -0.760
H 1.302 0.366 -2.196
H 2.528 1.602 3.024
H 0.982 1.751 2.288
*
```

Its SMILES is CN(C)C(=O)CS(=O)(=O)N=[S@@](N)(=O)[O-]. The calculation puts the HOMO-LUMO gap at 8.503 eV. The value obtained for the HOMO energy is -5.880 eV.

Results of the Löwdin charge analysis, in e, for atoms 1 through 4: C -0.13; N -0.21; C -0.14; C -0.26


Formula: C4H10N3S
Source: the Open Molecules 2025 dataset
Level of theory: ωB97M-V/def2-TZVPD

Geometry as ORCA input:
```
! RIJCOSX wB97M-V def2-TZVPD def2/J DEFGRID3
* xyz 1 1
C -0.332 2.740 -0.468
C -1.369 2.033 -0.295
C 1.115 0.490 -0.267
C -2.654 1.329 -0.235
N -0.018 -0.023 -0.009
N 2.210 -2.763 0.520
N -0.209 -1.266 0.230
S 1.329 2.256 -0.206
H -0.416 3.873 -0.518
H 2.004 -0.072 -0.502
H -2.882 1.269 0.857
H -2.544 0.440 -0.852
H -3.208 2.083 -0.663
H 2.677 -2.735 -0.321
H 2.870 -2.562 1.325
H 0.597 -1.946 0.324
H -1.242 -1.408 0.310
H 2.073 -3.740 0.771
*
```

The calculation puts the HOMO-LUMO gap at 6.642 eV. The value obtained for the HOMO energy is -11.958 eV.

Results of the Löwdin charge analysis, in e, for atoms 1 through 4: C -0.39; C 0.03; C -0.44; C -0.01


Formula: C4H10N4
Source: the Open Molecules 2025 dataset
Level of theory: ωB97M-V/def2-TZVPD

Geometry as ORCA input:
```
! RIJCOSX wB97M-V def2-TZVPD def2/J DEFGRID3
* xyz 0 1
C 1.209 -0.748 -0.220
C -0.050 -0.080 0.268
C -1.144 -0.928 0.611
C 0.444 3.256 -0.139
H 1.797 -2.689 -0.222
H 0.115 -2.419 -1.438
H 2.085 -0.756 0.702
H 1.936 0.023 -1.114
H -1.743 -0.308 1.453
H -0.816 -1.873 1.369
H -2.107 -2.543 -0.165
H -2.488 -0.966 -1.270
H -0.690 3.282 -0.552
H 1.250 4.033 -0.538
N 0.598 -2.204 -0.387
N -1.764 -1.622 -0.636
N -0.060 1.134 0.485
N 0.927 2.007 0.345
*
```

The calculation puts the HOMO-LUMO gap at 8.560 eV. The value obtained for the HOMO energy is -8.462 eV.

Results of the Löwdin charge analysis, in e, for atoms 1 through 4: C -0.25; C -0.46; C -0.29; C -0.01


Formula: C4H10N4
Source: the Open Molecules 2025 dataset
Level of theory: ωB97M-V/def2-TZVPD

Geometry as ORCA input:
```
! RIJCOSX wB97M-V def2-TZVPD def2/J DEFGRID3
* xyz 0 1
C -1.192 -0.191 1.020
C -2.031 1.030 0.776
N 1.046 -0.041 -0.295
C 0.767 0.743 0.898
N 2.092 0.239 -1.172
C 0.108 -1.960 -1.187
N 0.033 -0.794 -0.666
N 1.524 1.672 1.290
H 1.727 0.562 -2.067
H 2.630 -0.611 -1.329
H 2.416 1.696 0.773
H -0.919 -0.377 2.049
H -1.690 -1.094 0.670
H 1.054 -2.335 -1.583
H -0.802 -2.544 -1.289
H -3.079 0.805 1.013
H -2.003 1.330 -0.274
H -1.681 1.871 1.373
*
```

The calculation puts the HOMO-LUMO gap at 8.529 eV. The value obtained for the HOMO energy is -8.109 eV.

Results of the Löwdin charge analysis, in e, for atoms 1 through 4: C -0.11; C -0.16; N -0.26; C -0.20


Formula: C4H10N4O
Source: the Open Molecules 2025 dataset
Level of theory: ωB97M-V/def2-TZVPD

Geometry as ORCA input:
```
! RIJCOSX wB97M-V def2-TZVPD def2/J DEFGRID3
* xyz 0 1
H -0.126 -1.741 1.326
N 0.088 -2.370 0.548
C 0.776 -1.794 -0.334
C 1.230 -0.375 -0.286
C 2.321 0.012 -1.241
N 0.677 0.357 0.576
H 0.754 1.420 0.500
H 1.066 -2.377 -1.207
H 2.619 1.050 -1.095
H 3.187 -0.637 -1.101
H 1.973 -0.112 -2.266
H -1.502 2.024 -1.232
N -1.453 2.041 -0.219
C -1.896 0.978 0.315
N -1.999 0.865 1.678
O -2.128 -0.156 -0.390
H -1.609 0.026 2.084
H -1.691 1.702 2.152
H -2.286 -0.912 0.191
*
```

Its SMILES is [H]/N=C\C(C)=N\[H].[H]/N=C(/N)O. The calculation puts the HOMO-LUMO gap at 9.673 eV. The value obtained for the HOMO energy is -9.350 eV.

Results of the Löwdin charge analysis, in e, for atoms 1 through 4: H 0.03; N 0.10; C -0.21; C -0.41


Formula: C4H10N5O4
Source: the Open Molecules 2025 dataset
Level of theory: ωB97M-V/def2-TZVPD

Geometry as ORCA input:
```
! RIJCOSX wB97M-V def2-TZVPD def2/J DEFGRID3
* xyz -1 1
C 0.578 -0.484 0.224
C -2.114 -0.276 1.069
C 1.689 -0.404 -0.821
C -0.617 0.436 0.034
N -3.286 0.296 0.377
N -0.271 1.690 0.378
N -4.146 -0.532 -0.258
N -0.966 2.740 0.013
N 2.399 0.839 -0.657
O -4.040 -1.708 0.012
O -2.116 2.496 -0.519
O -4.908 -0.031 -1.096
O -0.500 3.864 0.277
H 0.983 -0.373 1.237
H 0.130 -1.486 0.133
H -2.074 -1.327 1.006
H -2.077 -0.025 2.046
H 1.353 -0.534 -1.857
H 2.451 -1.239 -0.549
H -0.934 0.240 -0.971
H -2.941 1.308 -0.014
H 1.544 1.503 -0.313
H 2.912 1.119 -1.429
*
```

The calculation puts the HOMO-LUMO gap at 8.300 eV. The value obtained for the HOMO energy is -4.669 eV.

Results of the Löwdin charge analysis, in e, for atoms 1 through 4: C -0.21; C -0.01; C -0.34; C -0.28


Formula: C4H10NO
Source: the Open Molecules 2025 dataset
Level of theory: ωB97M-V/def2-TZVPD

Geometry as ORCA input:
```
! RIJCOSX wB97M-V def2-TZVPD def2/J DEFGRID3
* xyz -1 1
C -0.066 0.297 1.910
N 0.086 -0.968 1.195
C -0.659 -1.054 -0.097
C 0.076 -0.424 -1.297
C 0.367 1.101 -1.307
O 0.630 1.669 -2.465
H 0.803 0.561 2.522
H -0.989 0.315 2.488
H -0.113 1.159 1.231
H 1.075 -1.037 0.986
H -1.628 -0.590 0.016
H -0.795 -2.120 -0.284
H 1.036 -0.963 -1.398
H -0.463 -0.725 -2.211
H -0.566 1.539 -0.815
H 1.206 1.240 -0.474
*
```

Its SMILES is CNCCC[O-]. The calculation puts the HOMO-LUMO gap at 6.391 eV. The value obtained for the HOMO energy is -2.264 eV.

Results of the Löwdin charge analysis, in e, for atoms 1 through 4: C -0.18; N -0.14; C -0.26; C -0.23